Here is a structure of composition C41H42IrP2Se at a distorted geometry from the Open Molecules 2025 dataset. Energies are from the ωB97M-V functional and the def2-TZVPD basis.

Calculated values
Energy above the lowest of the compared OMol25 structures with the same formula, charge and spin   0.000 eV
Lowest unoccupied orbital energy (alpha / beta)   -5.51 / -7.89 eV
Kohn-Sham gap (alpha / beta)   5.84 / 5.47 eV
Largest force on an atom   5.1 eV Å⁻¹
Charge   +2
Multiplicity   6

Geometry (Å):
1 Ir -0.924 1.045 -4.248
2 C -2.275 1.203 -5.684
3 C -1.892 -0.212 -5.594
4 C -0.936 -0.917 -6.513
5 C 0.378 -0.144 -6.679
6 C 0.659 0.710 -5.448
7 C 0.393 2.129 -5.287
8 C -0.434 2.930 -6.276
9 C -1.740 2.180 -6.688
10 C 1.407 -0.030 -0.458
11 H -3.259 1.445 -5.280
12 H -2.625 -0.857 -5.098
13 H -1.388 -1.064 -7.504
14 H -0.719 -1.915 -6.105
15 H 1.203 -0.869 -6.762
16 H 0.332 0.487 -7.577
17 H 1.494 0.308 -4.853
18 H 1.223 2.650 -4.817
19 H 0.147 3.160 -7.183
20 H -0.701 3.892 -5.809
21 H -2.502 2.954 -6.838
22 H -1.567 1.686 -7.641
23 H 0.481 0.596 -0.523
24 H 2.122 0.443 0.232
25 H 1.195 -1.036 -0.054
26 P -1.408 -0.967 -2.054
27 P 2.249 -0.227 -2.041
28 C -0.072 -1.591 -3.095
29 C 1.258 -1.225 -3.136
30 C -2.511 -2.385 -1.790
31 C -2.769 -3.539 -2.557
32 C -3.579 -4.525 -1.980
33 C -4.046 -4.385 -0.662
34 C -3.741 -3.256 0.113
35 C -3.038 -2.224 -0.478
36 C -2.798 0.280 -2.501
37 C -2.429 1.672 -2.534
38 C -3.418 2.694 -2.517
39 C -4.751 2.348 -2.700
40 C -5.123 0.993 -2.765
41 C -4.179 -0.022 -2.596
42 C 3.691 -1.240 -1.697
43 C 3.399 -2.546 -1.264
44 C 4.427 -3.339 -0.771
45 C 5.735 -2.847 -0.745
46 C 6.017 -1.573 -1.237
47 C 5.003 -0.754 -1.735
48 C 2.796 1.354 -2.741
49 C 2.274 2.545 -2.189
50 C 2.737 3.790 -2.583
51 C 3.703 3.883 -3.595
52 C 4.254 2.713 -4.138
53 C 3.761 1.461 -3.777
54 H -0.323 -2.515 -3.626
55 H 1.920 -1.725 -3.890
56 H -2.336 -3.692 -3.554
57 H -3.802 -5.440 -2.543
58 H -4.639 -5.181 -0.206
59 H -4.013 -3.186 1.176
60 H -2.842 -1.290 0.071
61 H -1.398 2.020 -2.286
62 H -3.101 3.735 -2.364
63 H -5.504 3.136 -2.799
64 H -6.173 0.741 -2.969
65 H -4.520 -1.065 -2.521
66 H 2.371 -2.921 -1.305
67 H 4.204 -4.338 -0.412
68 H 6.534 -3.467 -0.347
69 H 7.038 -1.202 -1.243
70 H 5.211 0.236 -2.152
71 H 1.489 2.474 -1.432
72 H 2.347 4.685 -2.086
73 H 4.015 4.857 -3.949
74 H 5.070 2.780 -4.875
75 H 4.111 0.549 -4.299
76 Se -1.709 1.343 0.458
77 C -1.097 0.634 2.022
78 C -0.899 1.558 3.082
79 C -0.521 1.105 4.333
80 C -0.356 -0.280 4.562
81 C -0.513 -1.198 3.505
82 C -0.873 -0.750 2.241
83 H -1.088 2.615 2.867
84 H -0.370 1.841 5.129
85 H -0.099 -0.638 5.557
86 H -0.358 -2.271 3.653
87 H -1.020 -1.438 1.399

Here is a structure of composition C22H18F5N4O2PtS from the Open Molecules 2025 dataset. Energies are from the ωB97M-V functional and the def2-TZVPD basis.

Calculated values
Energy above the lowest of the compared OMol25 structures with the same formula, charge and spin   0.429 eV
Lowest unoccupied orbital energy (alpha / beta)   -9.14 / -12.93 eV
Kohn-Sham gap (alpha / beta)   7.30 / 3.45 eV
Largest force on an atom   0.2 eV Å⁻¹
Charge   +3
Multiplicity   5

Geometry (Å):
1 Pt 0.406 -0.770 0.258
2 N 4.485 -0.708 -0.220
3 C 3.266 -0.206 -0.264
4 N 2.354 -1.096 0.164
5 C 3.069 -2.248 0.527
6 C 2.642 -3.460 1.057
7 C 3.618 -4.407 1.311
8 C 4.971 -4.162 1.045
9 C 5.403 -2.956 0.521
10 C 4.419 -2.013 0.279
11 H 5.323 -0.221 -0.506
12 H 3.034 0.787 -0.612
13 H 1.599 -3.649 1.262
14 H 3.334 -5.363 1.728
15 H 5.698 -4.934 1.257
16 H 6.448 -2.767 0.317
17 N -3.514 -0.139 1.507
18 C -2.303 -0.685 1.559
19 N -1.517 -0.226 0.589
20 C -2.292 0.678 -0.151
21 C -1.991 1.410 -1.296
22 C -3.000 2.197 -1.817
23 C -4.271 2.259 -1.220
24 C -4.578 1.528 -0.090
25 C -3.559 0.736 0.426
26 H -4.267 -0.340 2.151
27 H -2.006 -1.400 2.309
28 H -1.020 1.339 -1.770
29 H -2.822 2.760 -2.724
30 H -5.034 2.879 -1.671
31 H -5.564 1.559 0.354
32 F -0.432 8.143 0.898
33 C -0.212 6.879 0.717
34 C -0.268 5.986 1.787
35 F -0.539 6.407 2.969
36 C -0.029 4.585 1.598
37 F -0.106 3.819 2.625
38 C 0.296 4.006 0.307
39 O 0.521 2.810 0.133
40 C 0.328 4.987 -0.765
41 F 0.590 4.596 -1.957
42 C 0.082 6.383 -0.553
43 F 0.137 7.175 -1.561
44 C -1.169 -5.135 -0.227
45 S -1.447 -3.429 -0.658
46 C -1.630 -3.590 -2.423
47 O -0.052 -2.785 -0.475
48 H -2.084 -5.689 -0.438
49 H -0.956 -5.178 0.839
50 H -0.335 -5.519 -0.812
51 H -2.565 -4.114 -2.622
52 H -0.779 -4.137 -2.826
53 H -1.679 -2.585 -2.840

Here is a cluster of 2 separate species, H6N2 in total from the Open Molecules 2025 dataset. Energies are from the ωB97M-V functional and the def2-TZVPD basis.

Calculated values
Energy above the lowest of the compared OMol25 structures with the same formula, charge and spin   0.134 eV
SMILES string   N.N
Lowest unoccupied orbital energy   0.94 eV
Kohn-Sham gap   11.24 eV
Largest force on an atom   0.8 eV Å⁻¹

Geometry (Å):
1 H 2.415 -0.671 -0.146
2 H 0.882 -0.218 -0.320
3 H 2.039 0.929 -0.128
4 H -1.798 -0.490 0.912
5 H -1.574 -0.521 -0.644
6 H -1.623 0.948 0.064
7 N 1.722 0.003 0.198
8 N -2.063 0.020 0.064

Here is an isolated molecule of C11H22N4S from the Open Molecules 2025 dataset. Energies are from the ωB97M-V functional and the def2-TZVPD basis.

Calculated values
Energy above the lowest of the compared OMol25 structures with the same formula, charge and spin   0.005 eV
SMILES string   CCCCCCCCCSc1n[nH]c(N)n1
Lowest unoccupied orbital energy   0.61 eV
Kohn-Sham gap   8.57 eV
Largest force on an atom   0.8 eV Å⁻¹

Geometry (Å):
1 C -6.099 -0.561 0.413
2 C -4.907 -0.370 1.345
3 C -3.736 0.363 0.689
4 C -3.046 -0.457 -0.399
5 C -1.874 0.275 -1.053
6 C -0.664 0.435 -0.135
7 C 0.508 1.097 -0.855
8 C 1.724 1.248 0.057
9 C 2.880 1.908 -0.674
10 H 2.615 2.908 -1.014
11 H 3.209 1.303 -1.517
12 S 4.334 2.146 0.408
13 C 4.953 0.529 0.419
14 N 6.016 0.183 1.105
15 N 6.148 -1.141 0.823
16 C 5.160 -1.514 -0.021
17 N 4.386 -0.485 -0.289
18 N 5.047 -2.760 -0.561
19 H 5.408 -3.524 -0.013
20 H 4.156 -2.933 -0.998
21 H 6.921 -1.664 1.199
22 H 2.044 0.264 0.403
23 H 1.459 1.848 0.931
24 H 0.786 0.498 -1.725
25 H 0.201 2.082 -1.215
26 H -0.355 -0.548 0.228
27 H -0.933 1.040 0.732
28 H -1.564 -0.283 -1.940
29 H -2.207 1.261 -1.387
30 H -3.773 -0.702 -1.175
31 H -2.689 -1.397 0.030
32 H -4.095 1.301 0.259
33 H -3.010 0.612 1.465
34 H -4.567 -1.344 1.703
35 H -5.233 0.205 2.215
36 H -6.930 -1.011 0.951
37 H -5.845 -1.211 -0.420
38 H -6.427 0.397 0.015

Here is an isolated molecule of C3H4N2O2 at a distorted geometry from the Open Molecules 2025 dataset. Energies are from the ωB97M-V functional and the def2-TZVPD basis.

Calculated values
Energy above the lowest of the compared OMol25 structures with the same formula, charge and spin   5.494 eV
SMILES string   Oc1nccn1O
Lowest unoccupied orbital energy   0.31 eV
Kohn-Sham gap   8.81 eV
Largest force on an atom   8.0 eV Å⁻¹

Geometry (Å):
1 C 0.116 -1.037 -0.224
2 C -1.717 -0.120 0.126
3 C -0.826 0.975 0.057
4 H 2.046 -1.370 -0.431
5 H -2.856 -0.287 0.004
6 H -0.656 2.097 -0.055
7 H 1.786 1.498 0.688
8 N -1.092 -1.259 -0.124
9 N 0.406 0.352 -0.135
10 O 1.257 -1.814 0.197
11 O 1.535 0.964 -0.102

Here is a cluster of 3 separate species, C2H11NO2 in total at a distorted geometry from the Open Molecules 2025 dataset. Energies are from the ωB97M-V functional and the def2-TZVPD basis.

Calculated values
Energy above the lowest of the compared OMol25 structures with the same formula, charge and spin   1.180 eV
SMILES string   CCN.O.O
Lowest unoccupied orbital energy   0.65 eV
Kohn-Sham gap   10.00 eV
Largest force on an atom   2.2 eV Å⁻¹

Geometry (Å):
1 C 3.812 -1.670 -0.464
2 C 2.810 -0.892 0.378
3 N 2.160 0.185 -0.389
4 H 3.913 -2.712 -0.134
5 H 3.486 -1.772 -1.499
6 H 4.817 -1.251 -0.436
7 H 2.000 -1.559 0.629
8 H 3.209 -0.368 1.241
9 H 2.660 0.541 -1.201
10 H 1.322 -0.035 -0.944
11 H -1.317 0.707 -1.677
12 H -0.794 2.006 -2.442
13 O -1.516 1.598 -1.961
14 H -6.008 0.386 1.658
15 H -5.966 0.101 3.182
16 O -6.323 0.699 2.511

Here is a structure of composition C5H8N2O at a distorted geometry from the Open Molecules 2025 dataset. Energies are from the ωB97M-V functional and the def2-TZVPD basis.

Calculated values
Energy above the lowest of the compared OMol25 structures with the same formula, charge and spin   5.748 eV
Lowest unoccupied orbital energy   0.82 eV
Kohn-Sham gap   9.66 eV
Largest force on an atom   9.4 eV Å⁻¹

Geometry (Å):
1 C -0.580 0.023 -0.322
2 C 0.200 1.096 0.317
3 C 1.155 0.066 0.857
4 C -0.166 -0.719 1.021
5 C 0.546 -0.553 -1.245
6 H -2.740 -0.484 -0.685
7 H -2.632 1.086 -1.223
8 H 0.845 2.138 0.081
9 H -0.182 1.695 1.246
10 H 2.046 0.322 1.593
11 H 0.071 -1.813 0.817
12 H -0.853 -0.656 1.843
13 H 2.558 -0.664 -1.033
14 N -2.010 0.296 -0.509
15 N 1.543 -0.777 -0.392
16 O 0.199 -1.055 -2.365